Entry 1:
Molecular formula: C29H66BBrN6O9
Method: DFT, ωB97M-V/def2-TZVPD

Output
**2S+1**: 1
**F_max**: 6.91 eV/Å
**Molecular weight**: 733.596 g mol⁻¹
**Gap between HOMO and LUMO**: 8.358 eV

Each line ends with the Mulliken charge.
Geometry (Å):
1 C 5.3998 0.7923 4.7827  -0.48
2 B 6.5658 0.1001 5.6881  0.43
3 O 6.2194 -1.0058 6.5391  -0.55
4 C 8.1279 0.6415 5.7081  0.15
5 C 9.0180 -0.2201 6.7413  -0.07
6 N 9.5467 -0.5765 7.7780  -0.49
7 C 8.8260 0.6055 4.2484  0.04
8 Br 9.7037 2.3539 3.7528  -0.10
9 C 10.0176 -0.4982 4.2800  0.19
10 N 10.8323 -1.3303 3.9256  -0.43
11 H 5.9284 1.3918 3.9382  0.23
12 H 4.8251 1.5267 5.4733  0.31
13 H 4.7115 0.0086 4.3083  -0.08
14 H 5.2512 -1.1757 6.5160  0.30
15 H 8.0496 1.7598 6.0157  0.39
16 H 8.0731 0.3892 3.3924  0.24
17 C 2.8795 -1.4714 -2.8560  -0.98
18 O 1.9570 -0.8549 -1.9697  0.01
19 C 1.0029 -1.7736 -1.4316  -0.98
20 C 1.2045 -1.9182 0.0768  0.16
21 N 2.4429 -2.6371 0.3744  -0.16
22 C 2.8144 -2.5981 1.7902  -0.74
23 C 3.1964 -1.2297 2.3767  -0.28
24 O 4.4012 -0.6887 1.8398  -0.46
25 C 4.2265 0.0712 0.6536  -0.62
26 H 3.5090 -0.6897 -3.2870  0.28
27 H 3.5227 -2.1747 -2.3196  0.34
28 H 2.3563 -1.9849 -3.6680  0.34
29 H 1.0388 -2.7481 -1.9344  0.44
30 H 0.0121 -1.3466 -1.6151  0.42
31 H 0.3575 -2.4654 0.5032  0.26
32 H 1.2189 -0.9111 0.5092  -0.20
33 H 3.1992 -2.2312 -0.1672  0.09
34 H 3.6761 -3.2636 1.9040  0.46
35 H 2.0029 -3.0319 2.3847  0.19
36 H 3.3902 -1.3808 3.4444  0.32
37 H 2.3789 -0.5021 2.3213  0.25
38 H 3.2599 0.5803 0.6186  0.26
39 H 4.3536 -0.5649 -0.2251  0.18
40 H 5.0137 0.8282 0.6181  0.38
41 C -4.3509 -5.9644 0.5713  -0.71
42 O -3.6619 -7.0303 1.2076  -0.34
43 C -3.1006 -7.9630 0.2816  -0.79
44 C -1.5739 -7.9274 0.3573  -0.20
45 N -1.0498 -6.6776 -0.1949  -0.29
46 C 0.3778 -6.4763 0.0649  -0.56
47 C 0.8025 -6.2757 1.5281  -0.56
48 O 0.3224 -5.0646 2.1046  -0.28
49 C -0.9703 -5.1589 2.6822  -0.71
50 H -4.8207 -5.3548 1.3461  0.24
51 H -3.6562 -5.3330 0.0101  0.29
52 H -5.1318 -6.3464 -0.0930  0.34
53 H -3.4530 -7.7906 -0.7430  0.40
54 H -3.4451 -8.9565 0.5838  0.39
55 H -1.1651 -8.7716 -0.2072  0.38
56 H -1.2895 -8.0443 1.4091  0.19
57 H -1.5619 -5.8989 0.2066  0.05
58 H 0.6731 -5.5829 -0.4945  0.18
59 H 0.9407 -7.3137 -0.3622  0.42
60 H 1.8947 -6.1946 1.5376  0.37
61 H 0.5611 -7.1364 2.1613  0.38
62 H -1.1776 -6.1517 3.0892  0.31
63 H -1.7326 -4.8804 1.9511  0.21
64 H -1.0292 -4.4348 3.4986  0.32
65 C 0.8839 2.4924 0.0793  -0.24
66 O 1.6583 2.7939 -1.0711  -0.38
67 C 1.2629 2.0422 -2.2218  -0.30
68 C 0.6865 2.9748 -3.2877  -0.56
69 N -0.6133 3.5049 -2.8737  0.01
70 C -1.1049 4.5842 -3.7335  -0.33
71 C -0.3102 5.8995 -3.7312  -0.65
72 O -0.3570 6.5968 -2.4901  -0.44
73 C 0.6369 6.2054 -1.5565  -0.53
74 H 1.3075 3.0382 0.9253  0.24
75 H -0.1527 2.8151 -0.0546  0.23
76 H 0.9181 1.4215 0.3026  -0.07
77 H 0.5582 1.2413 -1.9696  0.18
78 H 2.1658 1.5704 -2.6176  0.17
79 H 0.5697 2.4221 -4.2254  0.38
80 H 1.4088 3.7828 -3.4500  0.32
81 H -0.5392 3.8588 -1.9252  -0.06
82 H -2.1234 4.8081 -3.4002  -0.15
83 H -1.1861 4.2135 -4.7615  0.51
84 H -0.7853 6.5638 -4.4611  0.41
85 H 0.7228 5.7706 -4.0723  0.40
86 H 1.5624 5.8811 -2.0389  0.29
87 H 0.2530 5.4193 -0.9023  0.17
88 H 0.8641 7.0669 -0.9239  0.31
89 C -9.2819 4.1334 -1.7596  -0.73
90 O -8.4618 4.0821 -2.9173  -0.35
91 C -7.7024 5.2764 -3.1160  -0.84
92 C -6.2095 4.9840 -2.9628  -0.13
93 N -5.8705 4.6994 -1.5680  -0.35
94 C -4.5129 4.1785 -1.3910  -0.73
95 C -4.2093 2.7946 -1.9873  -0.24
96 O -4.9153 1.7296 -1.3559  -0.46
97 C -6.2042 1.4778 -1.8920  -0.60
98 H -9.8889 3.2259 -1.7345  0.24
99 H -8.6718 4.1649 -0.8525  0.32
100 H -9.9502 4.9990 -1.7933  0.34
101 H -8.0211 6.0847 -2.4459  0.41
102 H -7.8931 5.6067 -4.1415  0.39
103 H -5.6353 5.8513 -3.3045  0.36
104 H -5.9684 4.1328 -3.6094  0.19
105 H -6.5263 4.0172 -1.2014  0.15
106 H -4.3395 4.1230 -0.3115  0.34
107 H -3.7961 4.9068 -1.7865  0.38
108 H -3.1479 2.5928 -1.8078  0.21
109 H -4.3394 2.7641 -3.0747  0.31
110 H -6.2664 1.7017 -2.9600  0.28
111 H -6.9602 2.0414 -1.3405  0.21
112 H -6.4278 0.4176 -1.7507  0.29

Entry 2:
Molecular formula: C2H3IO
Method: DFT, ωB97M-V/def2-TZVPD

Output
**2S+1**: 1
**F_max**: 2.62 eV/Å
**Relative energy (zero: lowest compared OMol25 entry of this formula, charge and spin)**: 25.1 kcal per mole
**Molecular weight**: 169.949 g mol⁻¹
**Gap between HOMO and LUMO**: 9.801 eV

Each line ends with the natural charge from an NBO analysis.
Geometry (Å):
1 C -1.4962 0.5097 0.1681  -0.80
2 C -0.7219 -0.1489 -0.6518  0.71
3 O -0.0877 -0.7705 -1.4252  -0.46
4 H -1.2595 1.0582 1.0645  0.26
5 H -2.6157 0.3996 -0.1065  0.27
6 I -0.4050 2.0441 3.5903  -0.10
7 H -1.1338 1.7941 4.9815  0.11

Entry 3:
Molecular formula: ClH14O11
Method: DFT, ωB97M-V/def2-TZVPD

Output
**Total charge**: -1
**2S+1**: 1
**F_max**: 2.24 eV/Å
**Relative energy (zero: lowest compared OMol25 entry of this formula, charge and spin)**: 10.5 kcal per mole
**Molecular weight**: 225.554 g mol⁻¹
**Gap between HOMO and LUMO**: 10.541 eV

Each line ends with the natural charge from an NBO analysis.
Geometry (Å):
1 Cl -16.3514 -3.6342 -1.0611  2.51
2 O -17.1889 -4.7648 -0.6144  -0.88
3 O -15.1589 -4.1688 -1.6326  -0.86
4 O -17.1375 -2.8141 -1.9655  -0.86
5 O -15.9378 -2.7818 0.0898  -0.89
6 O -15.3935 -5.9238 -4.5739  -0.93
7 H -15.7719 -5.7907 -3.7048  0.48
8 H -15.7517 -6.7620 -4.8658  0.45
9 O -15.5846 -0.4580 -3.4564  -0.95
10 H -15.9832 -1.3221 -3.3536  0.49
11 H -15.9738 0.0704 -2.7596  0.46
12 O -18.3844 -3.6891 2.1493  -0.96
13 H -17.8570 -3.5209 1.3684  0.49
14 H -18.7582 -4.5582 2.0037  0.46
15 O -12.8732 -5.2620 -3.8805  -0.93
16 H -13.2442 -5.2705 -2.9982  0.48
17 H -11.9278 -5.2044 -3.7427  0.45
18 O -19.0322 -0.3053 -1.8504  -0.93
19 H -18.9295 0.5942 -1.5398  0.46
20 H -18.1380 -0.6087 -2.0069  0.48
21 O -16.0913 -6.7815 1.3905  -0.96
22 H -15.3015 -6.4301 1.8016  0.46
23 H -16.3314 -6.1276 0.7340  0.49
24 O -13.0226 -2.3667 0.8678  -0.96
25 H -13.9201 -2.6756 0.7446  0.50
26 H -12.5739 -2.6027 0.0559  0.46